1.
16
Properties=species:S:1:pos:R:3:nbo_charge:R:1 method="wB97M-V/def2-TZVPD" e_above_lowest_kcal_mol=50.0 molar_mass_g_mol=185.9 charge=+1 spin_multiplicity=6
O 0.07504 1.95865 -1.09372 -0.56
C -0.45062 1.13767 -2.53391 0.69
O -0.33886 -0.00945 -2.13217 -0.75
O 0.75684 -2.27714 0.39345 -0.87
C 0.21210 -2.09660 1.65990 -0.10
C 0.53179 -0.70887 2.21554 -0.11
O 0.29927 0.23172 1.16065 -0.54
C -0.74725 1.09078 0.99721 0.21
C -0.67607 2.01580 0.03601 0.18
Fe 0.77123 -0.67826 -0.59603 1.54
H 0.60745 -2.82949 2.38934 0.21
H -0.89001 -2.22668 1.65401 0.17
H 1.61020 -0.62274 2.40906 0.23
H -0.05953 -0.44248 3.10170 0.22
H -1.57146 0.98107 1.70108 0.24
H -1.31312 2.89915 0.12249 0.22

=====

2.
109
Properties=species:S:1:pos:R:3:lowdin_charge:R:1 method="wB97M-V/def2-TZVPD" e_above_lowest_kcal_mol=63.8 molar_mass_g_mol=806.5 charge=+3
Sc -12.85142 -18.49770 -4.29688 1.09
O -14.83216 -18.51140 -5.28801 -0.06
C -15.06193 -19.51210 -4.51677 -0.55
O -14.08140 -20.26057 -4.11852 -0.10
C -16.42335 -19.61110 -3.87371 -0.14
C -17.56523 -19.39918 -4.61538 0.01
C -18.78733 -19.66897 -4.03734 -0.03
C -18.91824 -19.80169 -2.67283 -0.01
C -17.74592 -19.71530 -1.86732 -0.04
C -16.54516 -19.43576 -2.50018 -0.33
P -15.03618 -18.87500 -1.72917 1.21
C -14.67104 -20.31597 -0.67783 -0.30
C -14.74941 -20.35491 0.71917 -0.03
C -14.42210 -21.54577 1.38194 -0.01
C -14.22074 -22.74738 0.72758 0.01
C -14.27210 -22.71180 -0.66033 -0.03
C -14.43903 -21.51334 -1.35109 -0.06
C -15.68384 -17.69148 -0.51936 -0.36
C -16.85603 -16.98921 -0.67848 -0.07
C -17.25098 -15.92669 0.17726 -0.01
C -16.42212 -15.55721 1.23984 0.00
C -15.16363 -16.18677 1.32669 -0.04
C -14.81939 -17.23667 0.50522 -0.13
H -17.53884 -18.99741 -5.61848 0.14
H -19.64986 -19.68276 -4.69284 0.13
H -19.86815 -20.05658 -2.12395 0.15
H -17.84759 -19.70699 -0.80697 0.12
H -15.09966 -19.53037 1.34089 0.12
H -14.33443 -21.53200 2.44369 0.12
H -13.98369 -23.64247 1.28956 0.14
H -14.08026 -23.61584 -1.27816 0.13
H -14.33733 -21.53617 -2.43198 0.10
H -17.57023 -17.29933 -1.46129 0.11
H -18.14340 -15.38309 -0.13757 0.13
H -16.70810 -14.77251 1.93572 0.13
H -14.34998 -15.86894 1.99611 0.13
H -13.91168 -17.79025 0.65346 0.09
C -7.78034 -19.12712 1.05928 -0.01
C -7.96538 -17.99130 0.03488 -0.52
C -6.61642 -17.96176 -0.71973 -0.04
C -8.09741 -16.59693 0.73308 -0.06
C -9.16295 -18.15354 -0.85259 -0.10
C -10.27684 -17.29932 -0.73832 0.03
C -11.30479 -17.37196 -1.63999 -0.11
N -11.36705 -18.22947 -2.67273 -0.01
C -10.38932 -19.17961 -2.72284 -0.17
C -9.22819 -19.12135 -1.86796 0.12
C -10.44217 -20.14381 -3.78675 -0.18
C -9.93947 -21.47383 -3.60992 0.09
C -10.28699 -22.48301 -4.52474 -0.11
C -11.01193 -22.12575 -5.69865 0.06
C -11.46575 -20.83543 -5.80252 -0.06
N -11.33470 -19.97783 -4.77174 -0.03
C -10.01593 -23.90626 -4.13039 -0.60
C -8.66153 -24.23363 -4.77958 0.00
C -11.09677 -24.79122 -4.72483 -0.04
C -9.95928 -24.04729 -2.63021 -0.04
H -7.07138 -18.72017 1.79541 0.11
H -7.33917 -19.99395 0.58000 0.09
H -8.69025 -19.38890 1.54880 0.08
H -5.80963 -17.69043 -0.08339 0.09
H -6.58658 -17.24010 -1.56170 0.11
H -6.41096 -18.94495 -1.12918 0.08
H -7.17235 -16.30574 1.24102 0.10
H -8.89315 -16.51277 1.47434 0.09
H -8.24338 -15.74872 0.04103 0.10
H -10.36154 -16.56980 0.05990 0.12
H -12.12147 -16.66355 -1.49484 0.12
H -8.47754 -19.87088 -2.00161 0.12
H -9.35522 -21.73115 -2.73278 0.11
H -11.24311 -22.83362 -6.49064 0.13
H -12.04124 -20.54635 -6.64852 0.13
H -8.83049 -24.33509 -5.86899 0.11
H -8.29378 -25.15001 -4.33199 0.10
H -8.02997 -23.37380 -4.56116 0.09
H -11.20158 -24.64050 -5.79753 0.07
H -12.08471 -24.63028 -4.23532 0.10
H -10.82981 -25.84087 -4.52927 0.11
H -9.17413 -23.39811 -2.21885 0.08
H -9.71671 -25.11196 -2.37201 0.12
H -10.93309 -23.78908 -2.18720 0.09
C -11.19222 -11.38711 -5.33299 -0.10
C -10.30654 -12.42572 -4.68902 -0.26
C -10.92460 -13.77198 -4.27155 -0.31
C -11.24247 -14.67690 -5.42617 -0.34
Ge -12.83195 -15.82938 -5.02859 0.96
C -14.10603 -15.08272 -6.35514 -0.36
C -14.99603 -13.94393 -5.82341 -0.28
C -16.25374 -13.71610 -6.72237 -0.26
C -15.93307 -13.70182 -8.19784 -0.12
H -10.60316 -10.84709 -6.12074 0.10
H -11.55729 -10.59109 -4.67880 0.08
H -12.05790 -11.89748 -5.79097 0.06
H -9.83212 -11.99592 -3.80384 0.11
H -9.45453 -12.61702 -5.32689 0.11
H -11.83688 -13.57724 -3.67386 0.09
H -10.27497 -14.20754 -3.52746 0.10
H -10.38993 -15.35722 -5.61875 0.07
H -11.39664 -14.08366 -6.40171 0.11
H -13.32007 -15.28475 -3.71402 -0.03
H -14.75605 -15.82995 -6.85521 0.07
H -13.46885 -14.58896 -7.14491 0.08
H -14.45458 -12.99060 -5.70580 0.11
H -15.41046 -14.15380 -4.80091 0.10
H -16.68399 -12.72316 -6.43464 0.13
H -16.97398 -14.50693 -6.48395 0.11
H -15.04147 -13.16166 -8.51466 0.08
H -16.82021 -13.38731 -8.75295 0.08
H -15.73657 -14.75905 -8.56699 0.09

=====

3.
22
Properties=species:S:1:pos:R:3:nbo_charge:R:1 method="wB97M-V/def2-TZVPD" e_above_lowest_kcal_mol=61.3 molar_mass_g_mol=131.2 charge=0
C 0.38513 1.33266 0.00077 -0.37
C 0.70373 0.80289 -1.44021 -0.48
C -0.98494 0.81537 0.34818 -0.10
C 0.66779 -0.69367 -1.50822 0.14
C -1.40904 1.31051 1.77265 -0.64
C 1.66550 -1.55974 -0.99233 -0.73
N -1.08110 -0.59850 0.21882 -0.86
P -0.38332 -1.76313 1.24366 0.47
H 1.12416 1.00207 0.73848 0.21
H 0.39177 2.40599 -0.12637 0.21
H -0.12573 1.30913 -2.09072 0.22
H 1.68297 1.13868 -1.70323 0.23
H -1.74427 1.15340 -0.33588 0.18
H -0.11786 -1.16375 -2.01921 0.21
H -1.51554 2.45844 1.75118 0.21
H -0.50739 1.23293 2.48799 0.21
H -2.45814 0.96011 2.05881 0.23
H 1.24537 -1.90768 -0.00292 0.26
H 2.60475 -0.99991 -0.86749 0.22
H 1.89505 -2.35989 -1.70761 0.24
H -0.62664 -2.67019 0.13463 -0.03
H -1.41225 -2.20571 2.03902 -0.03